{
  "formula": "C8H8NO2S2",
  "method": "the ωB97M-V functional and the def2-TZVPD basis",
  "elements": ["C", "C", "C", "C", "C", "C", "C", "C", "N", "O", "O", "S", "S", "H", "H", "H", "H", "H", "H", "H", "H"],
  "positions_angstrom": [[1.22718, -0.06294, -2.95503], [-0.09864, -0.17068, -2.71730], [2.12060, 0.13134, -1.86085], [-0.65939, -0.11906, -1.47988], [1.51504, 0.34504, -0.57449], [0.18916, 0.24822, -0.40481], [-1.77101, -1.34764, 2.24397], [-0.28642, 0.61794, 1.95065], [-1.53247, -0.02600, 2.18243], [-2.86920, -1.82229, 2.25777], [-0.64689, -2.14892, 2.28015], [1.10488, 0.02616, 2.65291], [-0.82103, 2.36464, 1.72880], [1.63669, -0.20518, -3.91177], [-0.87423, -0.25414, -3.54626], [3.14649, 0.24847, -2.02362], [-1.67038, -0.20873, -1.38634], [2.20655, 0.69030, 0.32947], [-2.34330, 0.58318, 1.88344], [0.15283, -1.59494, 2.39722], [0.27355, 2.70524, 0.95354]],
  "forces_ev_per_a": [[2.7, 0.0, 1.9], [-3.1, -0.4, -2.1], [-3.5, 0.4, 0.4], [3.3, 1.4, 1.7], [3.6, 0.8, -0.1], [-2.4, -0.6, 1.8], [2.2, -2.2, 0.0], [-1.1, -0.2, -2.2], [-0.8, 2.6, -0.8], [-1.1, -0.3, 0.0], [-2.4, 0.1, -0.1], [1.1, 1.0, 0.6], [1.8, 0.2, -0.3], [0.4, 0.0, -1.3], [1.4, -0.2, 0.6], [1.5, 0.0, -0.2], [-2.7, -0.3, 0.5], [-1.4, -1.0, -1.7], [1.1, -1.5, 0.5], [0.4, 0.3, 0.0], [-0.9, -0.2, 0.6]],
  "relative_energy_ev": 1.397,
  "total_charge": -1,
  "lumo_energy_ev": 2.991,
  "total_energy_ev": -35680.6605
}